# 1
52
Properties=species:S:1:pos:R:3 method="wB97M-V/def2-TZVPD" total_charge=0 e_above_lowest_ev=0.000 max_force_ha_per_bohr=0.014 e_lumo_ha=0.02131
C 3.43 -0.73 3.01
C 2.83 -0.96 1.64
H 2.63 -2.03 1.47
H 3.49 -0.60 0.84
O 1.58 -0.26 1.56
C 1.08 -0.05 0.35
O 1.63 -0.37 -0.67
C -0.25 0.70 0.44
C -1.17 0.02 1.47
C -1.50 -1.40 1.02
H -0.59 -2.01 0.99
C -2.11 -1.36 -0.38
N -1.23 -0.70 -1.31
C -0.56 -1.22 -2.36
O 0.02 -0.53 -3.17
C -0.44 -2.75 -2.48
N 0.99 -3.01 -2.39
C 1.78 -2.99 -3.52
O 1.36 -3.06 -4.64
C 3.24 -2.93 -3.13
H 3.63 -1.95 -3.41
H 3.82 -3.70 -3.64
S 3.34 -3.14 -1.34
C 1.58 -3.09 -1.16
O 1.01 -3.17 -0.10
H -0.76 -3.06 -3.48
H -0.94 -3.32 -1.70
C -0.95 0.67 -0.94
H -1.88 1.24 -0.89
H -0.29 1.09 -1.71
H -3.05 -0.78 -0.35
H -2.36 -2.37 -0.72
H -2.20 -1.85 1.71
H -2.09 0.60 1.56
H -0.67 0.00 2.44
C 0.11 2.15 0.84
C -1.09 3.06 0.94
C -1.54 3.78 -0.16
C -2.65 4.59 -0.06
C -3.34 4.70 1.13
C -2.89 3.99 2.23
C -1.78 3.17 2.15
H -1.44 2.64 3.02
Cl -3.73 4.12 3.74
H -4.21 5.33 1.21
H -2.98 5.15 -0.92
H -1.00 3.71 -1.09
H 0.62 2.11 1.80
H 0.80 2.55 0.10
H 2.75 -1.08 3.78
H 4.37 -1.27 3.09
H 3.62 0.33 3.17


# 2
49
Properties=species:S:1:pos:R:3 method="wB97M-V/def2-TZVPD" total_charge=0 e_above_lowest_ev=0.612 max_force_ha_per_bohr=0.005 e_lumo_ha=0.01411
C -2.01 0.52 2.35
C -2.81 0.59 1.07
C -4.19 0.51 1.12
C -4.91 0.60 -0.06
N -4.35 0.77 -1.25
C -3.03 0.86 -1.31
C -2.44 1.07 -2.68
C -2.22 0.76 -0.18
C -0.73 0.88 -0.34
O -0.20 1.89 -0.78
N -0.01 -0.20 0.03
C 1.43 -0.23 -0.09
C 1.89 -0.33 -1.55
C 1.51 -1.65 -2.20
C 2.28 -2.79 -1.59
C 1.73 -4.07 -1.52
C 2.46 -5.12 -0.97
C 3.74 -4.89 -0.49
C 4.27 -3.62 -0.55
C 3.56 -2.56 -1.10
C 4.19 -1.20 -1.11
N 3.33 -0.16 -1.65
C 3.91 1.07 -1.84
O 5.09 1.25 -1.62
C 3.02 2.21 -2.33
O 3.79 3.29 -2.78
H -1.19 1.24 2.34
H -2.65 0.76 3.20
H -1.59 -0.47 2.51
H -4.71 0.39 2.06
H -6.00 0.54 -0.05
H -1.99 2.05 -2.76
H -1.66 0.33 -2.89
H -3.23 0.97 -3.43
H -0.50 -1.02 0.35
H 1.85 0.67 0.36
H 1.81 -1.08 0.49
H 1.40 0.47 -2.10
H 0.43 -1.82 -2.10
H 1.71 -1.58 -3.27
H 0.73 -4.25 -1.90
H 2.02 -6.11 -0.93
H 4.31 -5.70 -0.06
H 5.27 -3.44 -0.16
H 4.50 -0.93 -0.09
H 5.11 -1.21 -1.70
H 2.44 1.87 -3.19
H 2.31 2.50 -1.54
H 4.21 3.70 -2.02


# 3
53
Properties=species:S:1:pos:R:3 method="wB97M-V/def2-TZVPD" total_charge=0 e_above_lowest_ev=2.682 max_force_ha_per_bohr=0.026 e_lumo_ha=0.01128
C -2.54 -1.72 -2.42
H -2.87 -1.16 -3.29
H -1.45 -1.78 -2.42
H -2.94 -2.73 -2.47
C -3.01 -1.03 -1.14
N -2.61 -1.78 0.03
S -1.08 -1.50 0.61
O -0.21 -1.37 -0.52
O -0.79 -2.59 1.53
C -1.12 0.07 1.47
C -0.75 1.17 0.73
C -0.66 2.41 1.35
C -1.01 2.52 2.69
C -1.39 1.41 3.42
C -1.44 0.16 2.81
H -1.68 -0.73 3.37
H -1.64 1.51 4.47
H -0.95 3.49 3.16
C -0.22 3.65 0.65
O -0.58 4.76 0.99
N 0.60 3.52 -0.44
N 1.08 2.36 -0.87
C 1.65 2.24 -2.00
C 2.02 0.92 -2.48
C 1.88 0.63 -3.83
C 2.05 -0.65 -4.32
C 2.35 -1.67 -3.43
C 2.55 -1.41 -2.09
C 2.42 -0.11 -1.60
O 2.73 0.28 -0.34
C 3.20 -0.66 0.61
C 2.01 -1.33 1.30
O 1.28 -0.72 2.04
O 1.87 -2.61 1.00
H 0.98 -2.91 1.31
H 3.73 -0.06 1.35
H 3.87 -1.40 0.17
H 2.77 -2.22 -1.42
H 2.44 -2.69 -3.79
H 1.92 -0.86 -5.37
H 1.60 1.43 -4.51
H 1.79 3.08 -2.69
H 0.81 4.39 -0.93
H -0.48 1.02 -0.30
C -3.61 -2.27 0.95
C -4.46 -1.18 1.61
H -5.13 -1.64 2.33
H -3.82 -0.46 2.13
H -5.06 -0.64 0.88
H -3.06 -2.83 1.70
H -4.26 -2.96 0.40
H -4.10 -0.95 -1.15
H -2.59 -0.02 -1.09


# 4
59
Properties=species:S:1:pos:R:3 method="wB97M-V/def2-TZVPD" multiplicity=2 s2=0.7736 total_charge=-1 max_force_ha_per_bohr=0.053 e_lumo_ha="0.09225 / 0.09222"
V 0.21 0.47 -0.24
C -2.57 -0.18 1.06
N -1.32 -0.35 1.75
C -0.89 0.75 2.59
C -0.84 2.06 1.84
C -0.85 3.24 2.56
C -0.86 4.46 1.89
C -0.94 4.41 0.50
C -0.92 3.19 -0.14
N -0.80 2.01 0.49
C -1.16 -1.66 2.38
C -0.02 -2.44 1.76
C 1.19 -2.61 2.42
C 2.20 -3.32 1.78
C 1.96 -3.81 0.51
C 0.71 -3.61 -0.05
N -0.27 -2.97 0.57
C -2.44 -0.74 -0.34
C -3.50 -1.37 -0.96
C -3.33 -1.94 -2.21
C -2.04 -1.94 -2.73
C -1.03 -1.32 -2.05
N -1.22 -0.63 -0.90
H -3.40 -0.68 1.58
H -2.82 0.89 1.00
H -1.55 0.87 3.48
H 0.12 0.52 2.93
H -0.84 3.21 3.64
H -0.83 5.39 2.42
H -1.01 5.32 -0.09
H -1.02 3.13 -1.22
H -0.97 -1.54 3.45
H -2.07 -2.24 2.24
H 1.34 -2.20 3.41
H 3.15 -3.47 2.27
H 2.74 -4.30 -0.05
H 0.47 -4.00 -1.03
H -4.45 -1.41 -0.45
H -4.15 -2.41 -2.73
H -1.83 -2.42 -3.68
H -0.01 -1.36 -2.41
O 3.60 -0.91 0.79
P 2.92 -0.80 -0.69
O 3.64 -1.67 -1.63
O 1.43 -1.00 -0.58
O 3.17 0.79 -1.00
P 2.72 1.83 0.18
O 2.00 2.97 -0.74
O 3.93 2.38 0.83
O 1.68 1.21 1.04
H 3.55 -0.04 1.20
H 2.72 3.48 -1.10
C 1.03 0.82 -4.23
O 1.19 0.72 -2.82
C 0.14 1.10 -2.09
O -0.85 1.59 -2.62
H 1.82 0.23 -4.69
H 1.11 1.87 -4.55
H 0.04 0.45 -4.51


# 5
48
Properties=species:S:1:pos:R:3 method="wB97M-V/def2-TZVPD" total_charge=0 e_above_lowest_ev=0.000 max_force_ha_per_bohr=0.014 e_lumo_ha=0.02587
C 2.21 0.68 2.50
H 1.23 0.58 2.96
H 2.63 1.65 2.79
H 2.85 -0.11 2.87
C 2.06 0.60 0.98
N 1.43 -0.66 0.61
C 0.11 -0.81 0.44
N -0.65 0.26 0.56
C -1.98 0.12 0.37
N -2.61 -0.99 0.06
C -1.86 -2.11 -0.07
C -2.50 -3.32 -0.39
C -1.77 -4.47 -0.53
C -0.38 -4.46 -0.35
C 0.27 -3.29 -0.04
C -0.45 -2.10 0.11
H 1.34 -3.30 0.09
H 0.18 -5.37 -0.47
H -2.26 -5.40 -0.78
H -3.57 -3.31 -0.53
N -2.72 1.24 0.55
C -4.13 1.27 0.21
H -4.68 1.69 1.05
C -4.33 2.13 -1.04
N -3.77 3.47 -0.89
H -4.28 3.97 -0.17
C -2.36 3.39 -0.53
H -1.83 2.94 -1.38
C -2.13 2.54 0.73
H -2.60 3.03 1.59
H -1.06 2.41 0.92
H -1.98 4.40 -0.39
H -3.83 1.66 -1.89
H -5.40 2.23 -1.27
H -4.45 0.24 0.03
H 2.02 -1.48 0.62
C 3.34 0.73 0.19
C 3.26 0.67 -1.20
C 4.39 0.77 -1.98
C 5.63 0.93 -1.38
C 5.73 1.00 -0.01
C 4.59 0.90 0.78
H 4.69 0.95 1.85
H 6.69 1.12 0.47
H 6.52 1.01 -1.99
H 4.31 0.72 -3.05
H 2.29 0.54 -1.66
H 1.35 1.37 0.66


# 6
54
Properties=species:S:1:pos:R:3 method="wB97M-V/def2-TZVPD" total_charge=0 e_above_lowest_ev=0.439 max_force_ha_per_bohr=0.032 e_lumo_ha=0.00823
C 5.95 3.37 1.98
C 5.16 2.30 1.29
C 3.88 2.53 0.82
C 3.16 1.53 0.18
C 3.72 0.27 -0.01
C 5.01 0.03 0.45
C 5.72 1.04 1.09
H 6.72 0.84 1.44
H 5.46 -0.93 0.31
N 2.99 -0.74 -0.64
C 3.51 -1.77 -1.37
O 4.68 -1.96 -1.61
C 2.35 -2.63 -1.85
C 1.15 -2.16 -1.04
C 0.96 -3.03 0.18
O 1.76 -3.83 0.60
N -0.25 -2.90 0.86
C -1.33 -2.13 0.58
N -1.39 -1.16 -0.26
N -2.59 -0.58 -0.34
C -3.48 -1.10 0.43
S -5.10 -0.55 0.53
C -4.87 0.96 -0.46
H -5.84 1.47 -0.47
H -4.58 0.66 -1.46
C -3.84 1.83 0.26
O -3.79 1.83 1.48
N -3.03 2.62 -0.48
C -2.82 2.60 -1.91
H -3.62 2.08 -2.44
H -2.78 3.64 -2.26
C -1.47 1.92 -2.20
O -0.42 2.59 -1.54
C -0.63 2.62 -0.14
H 0.21 3.17 0.29
C -1.95 3.32 0.19
H -2.14 3.30 1.27
H -1.93 4.36 -0.16
H -0.66 1.60 0.26
H -1.23 1.97 -3.26
H -1.52 0.87 -1.87
S -2.88 -2.44 1.40
H -0.34 -3.53 1.64
H 0.22 -2.15 -1.62
C 1.54 -0.73 -0.63
H 1.17 -0.47 0.37
H 1.14 -0.01 -1.35
H 2.22 -2.46 -2.92
H 2.59 -3.68 -1.69
H 2.17 1.75 -0.19
H 3.42 3.50 0.96
H 5.34 4.26 2.13
H 6.30 3.02 2.95
H 6.82 3.64 1.38


# 7
49
Properties=species:S:1:pos:R:3 method="wB97M-V/def2-TZVPD" total_charge=0 max_force_ha_per_bohr=0.014 e_lumo_ha=0.01635
C -5.63 -3.47 -0.42
H -5.95 -4.07 -1.27
O -6.17 -2.19 -0.62
C -5.87 -1.28 0.41
C -4.41 -0.94 0.51
C -3.53 -1.30 1.49
C -2.22 -0.85 1.24
C -2.11 -0.14 0.08
S -3.63 -0.05 -0.74
C -0.83 0.35 -0.50
O 0.11 -0.41 -0.61
N -0.79 1.64 -0.93
C -1.70 2.69 -0.52
H -1.88 3.33 -1.39
C -1.07 3.50 0.62
C 0.30 4.04 0.21
C 1.21 2.92 -0.32
C 1.64 1.96 0.78
O 1.18 2.01 1.90
C 2.63 0.93 0.41
C 2.71 -0.21 1.22
C 3.58 -1.24 0.94
C 4.42 -1.14 -0.16
C 4.38 -0.01 -0.96
C 3.49 1.01 -0.69
H 3.50 1.88 -1.33
H 5.05 0.06 -1.81
S 5.59 -2.38 -0.62
C 5.32 -3.71 0.58
H 6.01 -4.50 0.30
H 5.56 -3.37 1.58
H 4.30 -4.07 0.52
H 3.59 -2.10 1.58
H 2.04 -0.27 2.07
H 2.11 3.37 -0.75
C 0.47 2.14 -1.43
H 0.26 2.81 -2.27
H 1.06 1.29 -1.77
H 0.18 4.79 -0.58
H 0.77 4.51 1.07
H -0.95 2.86 1.49
H -1.73 4.33 0.88
H -2.65 2.26 -0.19
H -1.38 -1.03 1.89
H -3.81 -1.86 2.36
H -6.21 -1.68 1.38
H -6.45 -0.38 0.18
H -4.54 -3.45 -0.38
H -6.01 -3.91 0.51


# 8
48
Properties=species:S:1:pos:R:3 method="wB97M-V/def2-TZVPD" total_charge=0 e_above_lowest_ev=0.565 max_force_ha_per_bohr=0.019 e_lumo_ha=0.01593
O -0.83 1.19 1.44
C -0.61 0.32 2.24
N 0.41 0.34 3.13
H 0.51 -0.41 3.79
C 1.35 1.44 3.23
C 1.31 2.05 4.63
C 2.29 3.22 4.73
C 3.71 2.75 4.38
C 3.74 2.14 2.98
C 2.76 0.98 2.89
H 2.77 0.56 1.88
H 3.06 0.19 3.58
H 3.46 2.90 2.25
H 4.75 1.80 2.75
H 4.04 2.01 5.11
H 4.40 3.60 4.43
H 1.99 4.00 4.03
H 2.27 3.63 5.73
H 0.30 2.39 4.86
H 1.59 1.28 5.36
H 1.01 2.18 2.50
C -1.49 -0.94 2.37
H -0.85 -1.84 2.38
O -2.47 -1.02 1.37
C -2.09 -1.12 0.07
C -3.12 -1.08 -0.86
C -2.85 -1.20 -2.21
C -1.53 -1.38 -2.66
C -0.50 -1.42 -1.71
C -0.77 -1.30 -0.37
H 0.05 -1.33 0.33
H 0.51 -1.55 -2.04
C -1.35 -1.50 -4.07
C -2.42 -1.44 -4.91
C -3.77 -1.26 -4.43
O -4.77 -1.19 -5.10
O -3.90 -1.15 -3.06
C -2.01 -1.56 -6.34
H -2.66 -2.25 -6.89
H -2.10 -0.58 -6.83
C -0.55 -2.04 -6.26
H 0.07 -1.58 -7.02
H -0.52 -3.12 -6.39
C -0.08 -1.68 -4.84
H 0.56 -2.45 -4.41
H 0.48 -0.74 -4.83
H -4.13 -0.94 -0.52
H -2.04 -0.90 3.31


# 9
48
Properties=species:S:1:pos:R:3 method="wB97M-V/def2-TZVPD" total_charge=0 e_above_lowest_ev=0.416 max_force_ha_per_bohr=0.013 e_lumo_ha=0.02186
C -1.45 2.03 7.52
C -0.59 1.93 6.30
C -1.15 1.67 5.06
C -0.34 1.56 3.93
C 1.03 1.72 4.04
C 1.60 1.99 5.28
C 0.79 2.09 6.40
H 1.23 2.29 7.36
C 3.08 2.15 5.41
H 3.32 3.01 6.03
H 3.52 1.27 5.88
H 3.55 2.28 4.43
H 1.65 1.64 3.16
N -0.99 1.30 2.71
C -0.46 1.12 1.46
O 0.72 1.14 1.20
C -1.57 0.90 0.43
C -1.04 0.41 -0.89
C -0.49 1.30 -1.81
C -0.05 0.85 -3.04
C -0.15 -0.49 -3.39
C -0.66 -1.39 -2.45
C -1.09 -0.93 -1.22
H -1.49 -1.64 -0.51
H -0.73 -2.45 -2.67
O 0.27 -0.80 -4.65
C 0.01 -2.08 -5.21
C 0.65 -3.21 -4.40
O 0.23 -4.34 -4.34
O 1.79 -2.84 -3.82
H 2.20 -3.57 -3.34
C -1.48 -2.33 -5.42
H -1.63 -3.37 -5.73
H -2.04 -2.16 -4.51
H -1.85 -1.67 -6.19
C 0.75 -2.08 -6.56
H 0.61 -3.04 -7.06
H 0.35 -1.29 -7.18
H 1.81 -1.90 -6.40
H 0.37 1.54 -3.76
H -0.41 2.35 -1.56
H -2.07 1.86 0.29
H -2.29 0.19 0.83
H -1.99 1.25 2.79
H -2.22 1.55 4.97
H -1.17 2.90 8.12
H -1.33 1.14 8.14
H -2.50 2.13 7.25


| no. | calculated total energy (eV) |
| --- | --- |
| 1 | -57691.1866 |
| 2 | -31727.5413 |
| 3 | -48702.6929 |
| 4 | -89775.2959 |
| 5 | -28565.1485 |
| 6 | -58424.9720 |
| 7 | -50416.4312 |
| 8 | -30794.6193 |
| 9 | -30794.7678 |